{"formula": "C4H4F2", "method": "the ωB97M-V functional and the def2-TZVPD basis", "species": ["F", "F", "C", "C", "C", "C", "H", "H", "H", "H"], "xyz": [[2.214, 3.363, -1.676], [-2.142, -0.049, -0.784], [-1.270, 0.494, 0.199], [1.754, 2.118, -1.687], [-1.278, -0.310, 1.258], [1.479, 1.099, -2.268], [-0.662, 0.063, 1.971], [0.916, 0.218, -2.296], [-2.031, -1.013, 1.435], [-0.839, 1.196, -0.529]], "forces_ev_per_a": [[-0.6850, -1.8271, 0.7403], [-0.5415, 0.2543, -0.0781], [-2.1293, -3.0816, -2.8949], [1.3905, 2.9457, -1.3672], [0.5855, 3.0353, -1.7498], [-0.5658, -0.1795, 1.0398], [1.7748, 0.2884, 2.6888], [-0.1471, -0.9533, -0.4260], [-0.7353, -1.0165, -0.0634], [1.0532, 0.5342, 2.1106]], "e_above_lowest_ev": 4.100, "homo_lumo_gap_ev": 10.45, "e_homo_ev": -10.218, "lumo_energy_ev": 0.2, "smiles": "C#CF.C=CF"}

***

{"formula": "C3H4CrO3", "method": "the ωB97M-V functional and the def2-TZVPD basis", "species": ["Cr", "O", "O", "O", "C", "C", "C", "H", "H", "H", "H"], "xyz": [[-0.901, 2.786, -1.014], [-0.397, 0.760, -0.672], [0.101, 2.409, 0.666], [0.803, 0.299, 1.116], [0.535, -1.009, 0.655], [0.242, 1.225, 0.374], [-0.339, -0.879, -0.577], [-1.386, -1.109, -0.357], [0.125, -1.607, 1.473], [-0.084, -1.506, -1.438], [1.302, -1.370, -0.227]], "forces_ev_per_a": [[0.0575, 0.2784, 0.3979], [0.0387, -1.4487, -1.7872], [-0.0331, 1.3304, -1.0739], [0.0454, 2.3497, -0.2710], [2.0551, -1.1410, -4.5776], [0.5951, -3.3972, 2.7327], [-4.3935, 0.5104, 1.2550], [-0.0787, 0.3364, -0.2692], [0.5607, -0.2162, -0.4018], [0.4256, 1.3525, -0.5714], [0.7271, 0.0453, 4.5665]], "e_above_lowest_ev": 2.693, "homo_lumo_gap_ev": [7.55, 8.92], "e_homo_ev": [-19.913, -19.940], "charge": 2, "lumo_energy_ev": [-12.4, -11.0], "s_squared": 6.02, "multiplicity": 5}

***

{"formula": "C3H5NO", "method": "the ωB97M-V functional and the def2-TZVPD basis", "species": ["O", "N", "C", "C", "C", "H", "H", "H", "H", "H"], "xyz": [[2.028, 0.312, 0.157], [0.528, -1.030, -0.928], [-1.487, -0.072, 0.435], [-0.315, 0.815, 0.400], [0.896, 0.001, -0.137], [-1.921, -0.050, 1.448], [0.010, 1.357, 1.297], [1.235, -1.656, -1.279], [-0.508, 1.548, -0.401], [-0.467, -1.223, -0.991]], "forces_ev_per_a": [[-0.2655, -0.1129, -0.0814], [0.1966, 0.0330, 0.0453], [0.0761, 0.1989, 0.2628], [-0.1165, -0.0203, 0.1576], [0.1692, 0.0079, -0.1211], [-0.1183, 0.1212, -0.0369], [-0.0628, -0.1561, -0.1299], [-0.0812, 0.0920, -0.0150], [0.0158, -0.0851, 0.0037], [0.1866, -0.0785, -0.0850]], "e_above_lowest_ev": 3.434, "homo_lumo_gap_ev": [8.46, 8.46], "e_homo_ev": [-9.339, -9.340], "lumo_energy_ev": [-0.9, -0.9]}

***

{"formula": "CH3N2O2S", "method": "the ωB97M-V functional and the def2-TZVPD basis", "species": ["S", "O", "O", "N", "N", "C", "H", "H", "H"], "xyz": [[-2.023, 0.025, -0.463], [-2.512, -1.365, -0.109], [-2.520, 0.929, 0.601], [2.508, 0.609, -0.646], [1.705, 1.066, 0.105], [-0.412, -0.480, 0.142], [0.009, -1.310, -0.211], [-0.279, -0.464, 1.265], [3.524, 0.990, -0.683]], "forces_ev_per_a": [[0.0617, -1.0311, 1.4524], [-0.4841, -0.4624, -0.8502], [0.0124, 1.0539, -0.2496], [-0.5525, -0.0708, 0.2707], [1.2821, -0.3661, -0.8028], [-0.4249, 3.4041, 3.0353], [1.6868, -3.1634, -2.1407], [-0.6130, 0.4144, -1.2214], [-0.9687, 0.2213, 0.5064]], "e_above_lowest_ev": 5.038, "homo_lumo_gap_ev": [6.50, 7.64], "e_homo_ev": [-2.974, -3.436], "charge": -1, "lumo_energy_ev": [3.5, 4.2]}

***

{"formula": "C5H14OS2", "method": "the ωB97M-V functional and the def2-TZVPD basis", "species": ["S", "S", "O", "C", "C", "C", "C", "C", "H", "H", "H", "H", "H", "H", "H", "H", "H", "H", "H", "H", "H", "H"], "xyz": [[-1.233, 1.128, 2.267], [0.459, 0.633, -0.234], [-1.780, -2.262, 4.428], [2.599, 0.840, -2.598], [-1.107, 1.103, 0.473], [-1.039, -0.673, 2.664], [1.354, 0.041, -2.777], [0.138, 0.444, -1.921], [-1.249, -2.480, 3.629], [2.378, 1.887, -2.328], [-0.670, -0.303, -2.049], [-0.222, 1.404, -2.338], [3.179, 0.381, -1.780], [-1.095, -0.941, 3.732], [-1.849, -1.195, 2.127], [-1.268, 2.144, 0.133], [-0.072, -1.021, 2.264], [-2.366, -1.525, 4.143], [1.604, -1.017, -2.571], [-1.922, 0.482, 0.055], [3.216, 0.836, -3.513], [0.946, 0.096, -3.805]], "forces_ev_per_a": [[0.5004, -0.6981, 0.3441], [1.9262, -0.4652, 2.2261], [-0.8371, -1.0961, 0.3465], [0.8416, 0.6669, 0.2900], [-1.1814, 0.5057, -0.8543], [0.4791, 1.2813, -1.6508], [-1.2430, -1.2477, -0.2149], [-1.1395, 0.2424, -1.8053], [-0.9494, -0.2726, 1.0620], [0.1835, -0.3151, -0.1295], [0.3299, 0.3043, -0.1682], [-0.0408, -0.3013, 0.1591], [-0.0130, 0.4875, -0.2801], [0.9893, 2.1307, -1.1090], [0.2936, 0.0982, 0.1182], [-0.3136, -0.4096, 0.4345], [-0.3383, 0.1344, 0.1128], [0.1852, -1.4534, 0.4837], [-0.2913, 0.3327, -0.2379], [0.3511, 0.2030, 0.1386], [-0.1847, -0.0188, 0.4169], [0.4521, -0.1091, 0.3174]], "e_above_lowest_ev": 1.973, "homo_lumo_gap_ev": 9.24, "e_homo_ev": -8.555, "lumo_energy_ev": 0.7, "smiles": "CCCSCSC.O"}

***

{"formula": "C7H11BeNP", "method": "the ωB97M-V functional and the def2-TZVPD basis", "species": ["P", "N", "C", "C", "C", "C", "C", "C", "C", "Be", "H", "H", "H", "H", "H", "H", "H", "H", "H", "H", "H"], "xyz": [[-0.753, -1.026, -1.657], [0.556, 0.229, 1.319], [0.562, 1.525, -1.445], [-0.586, 2.184, -0.971], [1.621, -1.390, 3.073], [-1.674, 0.032, -0.472], [0.643, 0.118, -1.526], [-1.639, 1.433, -0.408], [1.028, -0.485, 2.107], [-0.123, 0.679, -0.102], [-0.198, -1.427, -2.945], [-0.630, 3.267, -0.926], [-2.428, 1.924, 0.173], [-0.373, -2.083, -0.813], [1.478, 2.089, -1.622], [2.492, -0.914, 3.552], [-2.044, -1.356, -2.236], [1.957, -2.317, 2.578], [0.890, -1.654, 3.850], [-2.409, -0.495, 0.143], [1.629, -0.335, -1.672]], "forces_ev_per_a": [[-0.2129, 1.4079, -0.7961], [1.3774, -1.4525, 2.2988], [0.8690, 2.2647, -1.8467], [-0.2474, 0.4310, 0.3887], [0.2601, -0.1981, 0.3749], [-0.8415, -2.3263, 0.3220], [0.8083, -2.0580, -0.6272], [-2.1866, 2.2306, -0.7133], [-1.0317, 1.1899, -1.7585], [1.5387, -0.7208, 3.4015], [0.0826, -0.9264, -0.0848], [0.2500, -0.1958, 0.3009], [0.4734, 0.1114, -0.3070], [-0.2691, -0.1218, -0.3092], [-0.3752, 0.0868, 0.0354], [-0.0958, 0.0233, -0.0762], [-0.0337, -0.6991, -0.1024], [-0.1421, 0.3314, 0.0042], [0.0200, 0.1013, -0.1248], [0.0771, 0.2532, -0.2099], [-0.3204, 0.2672, -0.1704]], "homo_lumo_gap_ev": [2.76, 4.06], "e_homo_ev": [0.344, -0.930], "charge": -1, "lumo_energy_ev": [3.1, 3.1]}

***

Number 1 is which compound? C4H4F2